Entry 1:
Here is an isolated molecule of C18H19BrCl2N5O2P in a non-equilibrium geometry from the Open Molecules 2025 dataset. Energies are from ωB97M-V with the def2-TZVPD basis set.

Atoms and positions in Å:
O 2.386 2.139 1.171
Cl -2.101 2.649 -3.458
Cl 4.825 -0.017 -1.597
Br -0.038 -2.378 -3.382
N -2.039 -2.505 2.604
N -3.557 -0.726 2.909
O -0.126 2.990 0.831
C -3.114 -1.943 3.030
C 0.132 -5.084 -0.095
C -0.006 -4.534 -1.434
C 0.219 -4.292 1.012
C 0.076 -2.310 -0.545
C -2.176 2.353 1.605
C -0.141 -3.124 -1.604
C -0.928 1.965 1.293
C 0.181 -2.926 0.776
C -3.073 1.436 2.095
C -1.180 -1.587 2.064
C -0.509 0.683 1.449
C -2.727 0.118 2.328
C -1.478 -0.259 1.898
N 0.093 -2.081 1.836
N 1.986 3.919 -0.533
N 1.205 1.644 -1.247
C -1.034 2.431 -2.043
C 3.581 1.290 -1.835
C 0.349 2.021 -2.404
C 2.259 0.657 -1.481
P 1.326 2.597 0.197
H -3.790 -2.585 3.645
H 0.319 -6.122 -0.019
H 0.051 -5.237 -2.306
H 0.178 -4.668 2.014
H 0.085 -1.164 -0.687
H -2.540 3.411 1.492
H -4.077 1.602 2.504
H 0.523 0.352 1.142
H 0.354 -2.487 2.723
H 1.217 4.582 -0.551
H 2.650 4.209 0.161
H -1.561 1.677 -1.417
H -0.983 3.349 -1.555
H 3.792 1.996 -1.056
H 3.712 1.800 -2.736
H 0.861 2.914 -2.878
H 0.370 1.165 -3.095
H 2.466 0.159 -0.574
H 1.982 -0.081 -2.248

Cartesian forces (eV/Å) of the 6 atoms listed first:
O -2.2 -0.2 -1.2
Cl 0.3 0.1 -0.1
Cl -0.1 0.4 -0.5
Br -0.3 -0.3 0.6
N 3.5 1.5 -1.5
N -0.7 0.1 0.5

Calculated values
energy above the lowest of the compared OMol25 structures with the same formula, charge and spin = 31.2 kJ/mol
SMILES string = N[P@@](=O)(Oc1ccc2ncnc(Nc3cccc(Br)c3)c2c1)N(CCCl)CCCl
orbital gap = 0.2926 hartree
total charge = 0
calculated total energy = -4957.36125 a.u.
HOMO level = -8.73 eV

From a natural (NBO) analysis of the wavefunction, the atomic charges in e read:
1. O -1.085
2. Cl -0.052
3. Cl -0.093
4. Br 0.037
5. N -0.462
6. N -0.437
7. O -0.784
8. C 0.263
9. C -0.169
10. C -0.256
11. C -0.252
12. C -0.294
13. C -0.233
14. C -0.049
15. C 0.330
16. C 0.196
17. C -0.182
18. C 0.448
19. C -0.274
20. C 0.156
21. C -0.105
22. N -0.653
23. N -1.179
24. N -0.804
25. C -0.374
26. C -0.345
27. C -0.235
28. C -0.239
29. P 2.388
30. H 0.171
31. H 0.215
32. H 0.235
33. H 0.227
34. H 0.240
35. H 0.242
36. H 0.238
37. H 0.271
38. H 0.392
39. H 0.383
40. H 0.412
41. H 0.222
42. H 0.201
43. H 0.219
44. H 0.211
45. H 0.191
46. H 0.226
47. H 0.230
48. H 0.215

Entry 2:
Here is an isolated molecule of C18H19BrN2O2 from the Open Molecules 2025 dataset. Energies are from ωB97M-V with the def2-TZVPD basis set.

Atoms and positions in Å:
C -4.061 -3.422 -1.038
C -3.828 -2.111 -0.297
C -4.656 -0.978 -0.899
H -4.353 -0.817 -1.935
H -5.710 -1.266 -0.899
C -4.512 0.346 -0.135
C -3.103 0.888 -0.284
O -2.749 1.524 -1.250
N -2.286 0.562 0.764
C -0.932 0.849 0.944
C -0.182 1.542 0.002
C 1.166 1.794 0.230
C 1.761 1.388 1.421
C 1.012 0.689 2.350
C -0.321 0.410 2.119
H -0.895 -0.139 2.851
H 1.473 0.364 3.271
H 2.794 1.624 1.622
N 1.882 2.492 -0.750
C 3.183 2.356 -1.132
O 3.702 3.152 -1.886
C 3.912 1.154 -0.624
C 3.322 -0.104 -0.672
C 4.042 -1.197 -0.230
C 5.337 -1.071 0.244
C 5.926 0.182 0.259
C 5.222 1.290 -0.178
H 5.674 2.270 -0.175
H 6.940 0.289 0.613
H 5.877 -1.940 0.588
Br 3.218 -2.914 -0.259
H 2.320 -0.230 -1.052
H 1.365 3.194 -1.265
H -0.649 1.875 -0.910
H -2.698 0.022 1.511
H -5.192 1.078 -0.573
H -4.774 0.205 0.915
H -2.767 -1.859 -0.345
H -4.099 -2.242 0.755
H -3.462 -4.218 -0.603
H -5.109 -3.711 -0.986
H -3.786 -3.319 -2.085

Cartesian forces (eV/Å) of the 6 atoms listed first:
C 0.1 0.1 0.2
C -0.2 -0.1 -0.3
C 0.1 0.0 0.3
H -0.1 0.0 -0.1
H 0.0 0.0 -0.1
C 0.0 0.0 -0.4

Calculated values
energy above the lowest of the compared OMol25 structures with the same formula, charge and spin = 24.1 kJ/mol
SMILES string = CCCCC(=O)Nc1cccc(NC(=O)c2cccc(Br)c2)c1
orbital gap = 0.3325 hartree
total charge = 0
calculated total energy = -3531.37246 a.u.
HOMO level = -8.52 eV

From a natural (NBO) analysis of the wavefunction, the atomic charges in e read:
1. C -0.599
2. C -0.401
3. C -0.383
4. H 0.214
5. H 0.204
6. C -0.487
7. C 0.689
8. O -0.607
9. N -0.604
10. C 0.163
11. C -0.251
12. C 0.161
13. C -0.265
14. C -0.177
15. C -0.257
16. H 0.206
17. H 0.219
18. H 0.225
19. N -0.613
20. C 0.653
21. O -0.584
22. C -0.056
23. C -0.244
24. C -0.061
25. C -0.234
26. C -0.197
27. C -0.205
28. H 0.233
29. H 0.222
30. H 0.230
31. Br 0.052
32. H 0.239
33. H 0.417
34. H 0.254
35. H 0.400
36. H 0.239
37. H 0.199
38. H 0.201
39. H 0.187
40. H 0.211
41. H 0.201
42. H 0.206